Entry 1:
Below is C16H26N4O4 in the gas phase in a non-equilibrium geometry, with properties calculated with ωB97M-V/def2-TZVPD.

The geometry in XYZ format:
```
50
Properties=species:S:1:pos:R:3:forces:R:3:lowdin_charge:R:1
C -1.92469 0.83114 -2.19107 2.68 -0.52 0.48 -0.219
C -5.05368 -0.73887 -0.53709 -0.65 0.67 0.41 -0.083
N 1.61000 -1.74527 -4.82714 0.50 -0.64 1.88 0.034
H 1.55631 -0.65551 -0.96354 -0.27 0.91 -0.80 0.162
H -2.88959 -0.97831 -0.53585 -1.24 0.90 -0.39 0.142
C -3.34198 0.50803 -1.90534 -4.50 0.19 -0.63 -0.391
O 2.18075 -2.63097 -2.82062 -0.26 -0.18 -0.21 0.048
H 0.53378 1.99394 0.09900 0.34 0.17 0.14 0.103
H -5.47500 -1.62698 -1.03698 0.35 0.43 -0.17 0.085
H 3.33833 1.22347 -0.91718 -0.59 0.02 -0.15 0.122
N -0.88014 0.03066 -1.66853 -0.69 0.50 -0.08 0.205
H 2.04930 2.80011 0.61135 -0.24 0.02 -0.49 0.111
H -5.13742 -0.93188 0.54935 0.46 0.05 -0.47 0.081
H 2.23245 1.33249 2.26196 0.43 0.34 0.83 0.100
C -1.31610 0.47206 3.54632 1.47 0.26 0.24 -0.187
H -1.97131 1.27562 3.89002 -0.04 -0.20 0.17 0.105
H -0.94029 -0.56958 5.42091 0.07 -0.25 -0.10 0.094
H 1.63916 -3.77503 -4.89438 -0.05 1.76 0.01 0.124
C 1.61615 1.85656 0.25785 0.44 -0.31 -0.14 -0.160
C 2.26278 1.44088 -1.10092 0.38 0.51 0.46 -0.155
H 3.53792 -0.35405 -2.62190 -0.92 -0.26 -0.03 0.140
C 0.54432 0.08565 1.78397 0.81 -0.08 0.16 -0.342
C 0.92430 -0.77621 4.20529 -0.63 0.38 -0.10 -0.174
H 2.52886 0.03899 1.11288 0.51 0.13 -0.17 0.105
H 1.78105 -1.56855 2.40633 0.32 -0.19 -0.19 0.103
H 2.23867 2.28540 -1.84912 -0.11 -0.81 0.75 0.132
O -4.27620 1.02654 -2.55676 2.29 -0.46 0.99 0.036
C 1.84473 0.82916 1.40936 -1.39 -0.56 -1.42 -0.159
C 0.85739 -1.09687 2.71075 -0.92 -0.34 0.09 -0.183
H -5.71669 0.14088 -0.70979 0.61 -0.71 -0.22 0.094
C 0.20202 0.57837 -2.10352 -1.23 0.08 -0.72 -0.295
H 0.05916 -1.83722 2.51758 0.29 0.07 0.35 0.120
H -1.92898 -0.34905 3.23263 -0.43 -0.54 -0.27 0.093
H 1.82212 -0.15838 4.39416 -0.38 -0.27 0.02 0.106
H 0.13937 -0.36293 0.86582 0.04 0.22 0.07 0.117
H -0.01844 1.95408 2.79750 0.04 -0.43 -0.46 0.129
C 2.46281 -0.29106 -2.91370 -0.29 1.11 -1.71 -0.063
H 0.01119 0.85752 5.26249 -0.28 0.11 -0.22 0.098
O -0.07420 1.65868 -2.94531 -0.26 -1.20 1.74 0.028
N -3.68184 -0.40031 -0.90633 2.64 -0.31 -0.12 0.000
C 1.59022 0.18493 -1.71553 1.14 -0.04 -0.12 -0.228
C -0.36323 -0.00101 4.69043 0.32 0.29 -0.11 -0.176
O 1.43212 -3.00756 -5.50010 0.20 0.86 0.69 -0.016
H -1.16967 1.36668 1.58428 0.04 0.14 0.06 0.104
H 2.44297 0.48525 -3.73237 -0.07 -0.43 0.83 0.133
C -0.48609 1.03745 2.37227 -0.68 0.58 0.70 -0.172
C 2.04387 -1.63547 -3.51465 0.31 -1.45 -0.17 -0.464
H 1.58796 -0.91303 -5.38204 -0.13 -0.36 -0.89 0.135
H 1.03684 -1.71345 4.77025 0.06 0.33 -0.13 0.104
N -1.46137 1.82302 -2.90297 -0.47 -0.46 -0.37 0.172
```
Positions in Å, forces in eV/Å.

Its orbital gap is 0.3680 Eh. Its SMILES is CNC(=O)c1noc([C@H](CCCC2CCCCC2)CC(=O)NO)n1. The HOMO energy comes out at -9.74 eV.


Entry 2:
Below is C13H21NO3 in the gas phase in a non-equilibrium geometry, with properties calculated with ωB97M-V/def2-TZVPD.

The geometry in XYZ format:
```
38
Properties=species:S:1:pos:R:3:forces:R:3:lowdin_charge:R:1
H 1.07090 -0.24596 2.47041 0.09 0.52 0.28 0.068
H 1.73502 0.88704 -1.53706 -0.55 -0.10 -0.58 0.092
H 1.40323 1.58032 0.51801 -0.57 0.34 0.21 0.125
H 2.41170 -1.46567 -1.23524 -0.02 0.03 0.06 0.138
H -1.18051 5.14417 1.89775 -0.17 -0.37 -0.04 0.094
H -2.75940 5.03811 1.07123 0.42 -0.47 -0.29 0.095
C -0.01681 -1.41935 1.04522 0.15 0.45 0.33 -0.487
H -0.95857 -3.11092 0.11052 0.10 0.17 -0.09 0.132
C 1.42942 -1.84917 -1.51641 -0.97 -0.17 1.26 -0.054
H -1.20696 -0.47153 2.57361 -0.10 0.59 0.39 0.069
H 1.45121 0.13324 -3.13495 -0.30 0.07 0.48 0.098
C 0.35561 -0.77764 -1.50307 -0.75 0.44 0.61 -0.509
C -0.04763 3.23150 0.58175 1.21 0.08 -0.41 -0.484
O 1.81302 -3.93686 -0.47243 -0.18 0.10 -0.49 0.083
H -0.54867 -1.51372 -3.28726 -0.43 -0.16 0.19 0.094
H 2.12392 -0.90368 1.22792 0.07 -0.12 -0.12 0.082
H 1.49867 -2.26829 -2.49939 0.17 -0.30 -0.60 0.125
C 1.26948 -1.11157 1.86470 -0.65 -0.71 0.03 -0.009
H -1.25750 5.65994 0.24637 -0.55 -0.72 0.28 0.104
C -0.57423 0.84625 0.14288 2.81 1.19 0.71 -0.064
H -1.26544 -2.19744 2.72437 0.35 -0.19 -0.13 0.090
C -1.24184 -1.38120 2.00531 0.55 0.64 -0.48 -0.022
H 0.24417 -3.52428 1.28697 0.24 -0.36 0.40 0.124
O 0.90193 3.98098 0.62833 -1.00 1.27 0.37 0.103
C 0.02210 -2.82068 0.50960 -0.34 0.09 -1.25 -0.084
C -1.67640 4.89514 0.95020 0.77 1.81 -0.14 -0.072
C 0.33520 1.81848 0.47429 -2.69 -2.01 -0.71 0.025
C 0.95147 0.45200 -2.19596 0.63 0.04 -0.16 -0.036
H -1.61858 -0.46984 -2.33708 -0.03 0.08 0.03 0.083
H 0.21020 1.20883 -2.47745 0.17 -0.08 0.29 0.089
N -0.07764 -0.45882 -0.09264 -0.51 -0.09 -0.11 -0.044
H -1.60222 1.14441 0.00764 -0.47 -0.28 0.02 0.123
C -0.87835 -1.26559 -2.26510 0.41 0.18 -0.68 -0.019
O -1.36939 3.57928 0.52578 0.79 -0.77 0.40 -0.049
C 1.08566 -2.96353 -0.54342 1.50 -1.10 0.57 -0.354
H -1.35716 -2.11275 -1.77656 0.14 -0.11 -0.16 0.077
H -2.17827 -1.38699 1.47213 -0.33 -0.10 -0.41 0.082
H 1.50268 -1.94421 2.53906 0.04 0.13 -0.07 0.093
```
Positions in Å, forces in eV/Å.

Its orbital gap is 0.3288 Eh. Its SMILES is COC(=O)/C=C/N1C(C)(C)CC(=O)CC1(C)C. The HOMO energy comes out at -8.39 eV.


Entry 3:
Below is C5H11N3 in the gas phase, with properties calculated with ωB97M-V/def2-TZVPD.

The geometry in XYZ format:
```
19
Properties=species:S:1:pos:R:3:forces:R:3:lowdin_charge:R:1
H 0.30283 0.65529 -2.28901 0.00 0.01 0.02 0.059
C 0.62567 -0.07725 0.02658 -0.11 0.16 -0.11 -0.521
C -0.48641 -0.85745 0.75996 -0.05 0.06 -0.03 -0.473
C 0.78967 1.33799 0.76083 0.00 0.04 0.17 -0.161
H 1.69644 -1.21170 -1.13253 -0.04 0.01 0.07 0.022
H -1.37064 0.55178 -1.60008 -0.01 0.01 -0.02 0.052
H 0.74575 -2.46251 0.64638 -0.04 0.10 -0.03 0.085
N -1.49985 -0.25146 1.23733 0.14 0.00 -0.07 0.128
H 1.83454 1.61681 0.69379 -0.03 -0.05 -0.04 0.107
N 1.79477 -0.59908 -0.32221 -0.15 0.20 -0.07 0.029
H -0.37003 -0.88415 -1.73975 0.05 0.00 0.10 0.061
H -2.14561 -0.87284 1.71982 0.07 -0.01 -0.05 0.051
C -0.34647 0.19043 -1.55219 0.03 0.24 0.30 -0.028
H -0.79782 -2.80321 1.33074 0.02 0.09 -0.03 0.098
H -1.15024 2.05847 0.08095 -0.01 -0.02 0.00 0.082
H 0.42489 1.28366 1.78230 -0.03 -0.03 -0.04 0.106
C -0.10121 1.98267 -0.16211 0.17 -0.88 -0.17 0.070
H 0.27693 2.54430 -1.00364 0.01 -0.03 -0.01 0.094
N -0.22321 -2.20175 0.76287 -0.02 0.10 0.01 0.139
```
Positions in Å, forces in eV/Å.

Its orbital gap (alpha / beta) is 0.2753 / 0.2752 Eh. The HOMO energy (alpha / beta) comes out at -7.73 / -7.73 eV.


Table of electronic energy (eV), in record order: -31161.8169, -21453.0298, -9829.0574
Table of relative energy (zero: lowest compared OMol25 entry of this formula, charge and spin) (kJ/mol), in record order: 593.0, 119.9, 467.8